1.
The following is a quantum chemistry calculation of one molecule with the formula C2H6FP at a distorted geometry, from OMol25.

Structure (XYZ):
```
10
Properties=species:S:1:pos:R:3:nbo_charge:R:1
P 1.985 -0.415 -0.092 0.120
F 0.386 2.203 -0.463 -0.372
C -1.048 0.363 -0.258 -0.677
C 0.228 0.976 0.155 0.152
H 0.428 1.099 1.211 0.162
H -1.115 0.373 -1.323 0.225
H 2.471 0.458 0.852 -0.029
H -1.719 1.054 0.198 0.221
H 2.618 0.280 -1.034 -0.031
H -1.031 -0.777 0.129 0.229
```

The calculation puts the energy relative to the best compared isomer or geometry (same formula, charge and spin) at 221.2 kJ/mol. The total energy is -14175.4309 eV.

2.
The following is a quantum chemistry calculation of one molecule with the formula C4H12N2 at a distorted geometry, from OMol25.

Structure (XYZ):
```
18
Properties=species:S:1:pos:R:3:nbo_charge:R:1
N -0.376 0.248 0.294 -0.650
N 2.007 -1.465 0.577 -0.833
C -1.486 0.880 -0.380 -0.211
C 1.734 -0.512 -0.521 -0.220
C -2.807 0.208 0.075 -0.606
C 1.001 0.718 -0.043 -0.230
H 0.870 1.441 -0.849 0.183
H -1.635 1.918 -0.049 0.152
H -3.548 1.002 0.146 0.202
H 1.434 1.242 0.802 0.196
H 1.256 -2.144 0.493 0.356
H -2.681 -0.185 1.084 0.203
H -1.378 0.813 -1.459 0.189
H -3.160 -0.607 -0.554 0.208
H -0.507 0.289 1.295 0.357
H 2.858 -1.966 0.353 0.353
H 2.709 -0.165 -0.886 0.174
H 1.251 -0.955 -1.392 0.177
```

The calculation puts the energy relative to the best compared isomer or geometry (same formula, charge and spin) at 84.3 kJ/mol. The total energy is -7322.1549 eV.